16
Properties=species:S:1:pos:R:3:mulliken_charge:R:1 method="wB97M-V/def2-TZVPD" smiles=O[C@H]1C[C@]2(CN2)C1 e_above_lowest_kcal_mol=61.7 e_homo_ev=-9.5 gap_ha=0.3832 lumo_energy_ev=0.95
O -2.49580 -0.96527 0.50698 -0.54
C -1.26731 -0.64712 -0.08335 0.00
C 0.11027 -1.02894 0.55618 -0.60
C 0.58428 0.31788 0.02063 0.73
C 1.59283 0.52574 -1.03231 -0.65
N 1.75953 1.10037 0.31274 -0.70
C -0.83733 0.83092 -0.05151 -0.75
H -2.64648 -0.33185 1.22063 0.32
H -1.26813 -1.09952 -1.07359 0.29
H 0.64307 -1.92025 0.20019 0.30
H 0.03732 -1.05624 1.64885 0.25
H 1.39334 1.25552 -1.81604 0.25
H 2.22111 -0.31052 -1.33442 0.25
H 2.42246 0.54841 0.85143 0.27
H -1.13179 1.25308 0.92120 0.27
H -1.11738 1.52779 -0.84760 0.29

***

62
Properties=species:S:1:pos:R:3:mulliken_charge:R:1 method="wB97M-V/def2-TZVPD" e_above_lowest_kcal_mol=4.9 total_charge=-1 spin_multiplicity=2 e_homo_ev="-5.6 / -5.5" gap_ha="0.2993 / 0.2824" lumo_energy_ev="2.59 / 2.15"
Hg -1.02646 0.46898 -0.71129 0.91
C 0.83436 3.32046 -0.34232 -1.03
Si 1.70627 1.83277 0.39431 0.17
C 3.56758 1.87355 0.06871 -0.96
C 1.45455 2.09823 2.26052 -0.99
C 1.08232 0.24410 -0.27704 0.50
Si 1.70759 -0.31495 -1.92282 0.26
C 3.30862 -1.23388 -1.60894 -1.00
C 2.10221 1.14680 -3.01807 -1.14
C 0.46958 -1.44570 -2.81708 -1.03
Si 1.09273 -1.13815 1.01100 -0.07
C 0.73264 -2.90614 0.55178 -1.26
C 2.74761 -1.06265 1.93871 -1.10
C -0.27701 -0.78174 2.24527 0.53
C -0.27263 -1.30491 3.56463 -0.76
C -1.20215 -0.87720 4.45149 -0.48
C -2.22176 -0.03437 4.04754 -0.76
C -2.25157 0.39542 2.71827 -0.79
N -1.28204 0.04423 1.85335 0.57
H -0.14735 3.34077 0.11982 0.26
H 0.81247 3.14885 -1.43048 0.10
H 1.43768 4.20350 -0.16301 0.47
H 4.08485 2.68282 0.56613 0.53
H 3.76251 2.02998 -1.02948 0.21
H 4.15826 0.95084 0.36770 0.27
H 1.71429 3.19450 2.19403 0.34
H 2.15029 1.56218 2.93193 0.32
H 0.41744 1.97497 2.61119 0.22
H 3.95591 -0.93984 -0.68304 0.16
H 3.89316 -1.14011 -2.53523 0.52
H 3.14766 -2.33199 -1.57173 0.30
H 2.94944 1.74905 -2.65312 0.28
H 1.31546 1.90781 -3.23581 0.26
H 2.36277 0.75673 -4.01389 0.42
H 0.86626 -2.02036 -3.70622 0.48
H -0.52303 -1.05350 -2.97697 0.23
H 0.40430 -2.27705 -2.12234 0.27
H 1.43822 -3.34518 -0.03149 0.55
H -0.19641 -2.93610 -0.03215 0.08
H 0.55579 -3.55840 1.45356 0.26
H 3.48740 -1.57669 1.33361 0.38
H 2.72950 -1.65464 2.85742 0.45
H 3.15132 -0.07428 2.14559 0.20
H 0.56406 -1.94797 3.79926 0.34
H -1.16802 -1.26916 5.47275 0.35
H -2.96912 0.34961 4.71246 0.46
H -2.98533 1.08260 2.42477 0.62
F -4.56381 -1.59537 -2.37253 -0.25
C -4.26995 -2.70599 -1.65758 0.52
F -5.39649 -3.39877 -1.41428 -0.24
F -3.47762 -3.48534 -2.39487 -0.23
S -3.39203 -2.12368 -0.12324 0.90
O -2.09981 -1.96262 -0.72745 -0.60
O -3.57633 -3.21304 0.81753 -0.78
N -4.07554 -0.83850 0.34844 -0.37
S -4.16617 0.62616 -0.50378 0.47
O -2.90778 0.72694 -1.51187 -0.54
O -3.95726 1.59065 0.54493 -0.59
C -3.03077 3.03637 -2.86434 0.49
F -2.54263 3.90396 -2.04827 -0.18
F -4.12609 3.56965 -3.49351 -0.24
F -2.05997 2.73579 -3.81246 -0.21

***

45
Properties=species:S:1:pos:R:3:mulliken_charge:R:1 method="wB97M-V/def2-TZVPD" smiles="CCc1nc(SCc2ccc(C(=O)OC)o2)c2c(=O)n(C)c(=O)n(C)c2n1" e_above_lowest_kcal_mol=0.0 e_homo_ev=-8.7 gap_ha=0.3205 lumo_energy_ev=-0.01
C -2.60728 1.26376 -1.35166 -1.13
C -3.03121 0.06898 -0.51058 -0.16
C -1.88917 -0.81505 -0.12260 -0.17
N -0.69165 -0.52257 -0.60352 -0.21
C 0.33212 -1.28604 -0.24172 -0.26
S 1.92041 -0.91687 -0.82056 -0.13
C 1.51171 0.54304 -1.84479 -0.50
C 1.36817 1.78857 -1.04882 0.35
C 1.01804 2.01168 0.25715 0.05
C 1.01658 3.40799 0.43108 -1.13
C 1.36825 3.94477 -0.78418 0.45
C 1.51449 5.34694 -1.16930 0.28
O 1.32536 6.27540 -0.42020 -0.60
O 1.87977 5.48228 -2.45208 -0.26
C 2.04239 6.81629 -2.90708 -0.67
O 1.58437 2.95283 -1.67924 -0.35
C 0.14499 -2.38674 0.60839 -0.13
C 1.24548 -3.23232 1.00438 1.11
O 2.39080 -3.04763 0.63659 -0.67
N 0.88485 -4.27503 1.84025 -0.03
C 1.91667 -5.19057 2.29640 -1.12
C -0.39765 -4.53472 2.28958 0.51
O -0.63769 -5.46843 3.01711 -0.63
N -1.40145 -3.67591 1.87138 0.03
C -2.74093 -3.95584 2.35171 -1.04
C -1.16445 -2.61790 1.04889 0.93
N -2.17299 -1.82752 0.68851 -0.59
H -1.86816 1.85754 -0.82077 0.20
H -3.46897 1.88822 -1.57244 0.41
H -2.16717 0.93177 -2.28758 0.28
H -3.75805 -0.54304 -1.05094 0.27
H -3.52006 0.39853 0.40918 0.32
H 0.58145 0.31263 -2.36592 0.21
H 2.32175 0.65257 -2.56544 0.48
H 0.79507 1.27225 0.99787 0.59
H 0.79152 3.95944 1.32023 0.50
H 1.10902 7.37222 -2.79503 0.30
H 2.82092 7.32174 -2.33170 0.30
H 2.32414 6.74696 -3.95445 0.22
H 2.86161 -4.85353 1.87673 0.37
H 1.95810 -5.18627 3.38508 0.32
H 1.68858 -6.20142 1.95965 0.32
H -3.40012 -3.18975 1.95426 0.35
H -2.74772 -3.94468 3.44136 0.31
H -3.05193 -4.94456 2.01482 0.31

***

33
Properties=species:S:1:pos:R:3:mulliken_charge:R:1 method="wB97M-V/def2-TZVPD" smiles=CCN[C@@H](C)Cc1ccc(SC)cc1 e_above_lowest_kcal_mol=20.4 e_homo_ev=-8.3 gap_ha=0.3367 lumo_energy_ev=0.85
C 3.00442 -1.45296 1.68406 -1.19
C 2.53777 -0.58169 0.45682 -0.30
N 2.41416 0.79736 0.68152 -0.24
C 1.98789 1.62520 -0.42460 0.27
C 2.24111 1.03972 -1.83827 -1.58
C 0.49859 2.07239 -0.22029 -1.45
C -0.50258 0.93246 -0.25717 0.61
C -0.71953 0.07484 0.85610 -0.07
C -1.66031 -0.94322 0.92218 -0.71
C -2.46218 -1.10037 -0.21420 -0.02
S -3.73829 -2.25129 -0.33666 -0.10
C -5.16263 -1.44685 0.51856 -0.80
C -2.25348 -0.29055 -1.33849 -0.58
C -1.29930 0.71027 -1.39620 -0.44
H 2.13463 -1.51023 2.40170 0.25
H 3.91958 -1.03063 2.10794 0.34
H 3.26705 -2.50722 1.42907 0.34
H 3.19987 -0.72342 -0.39556 0.35
H 1.59597 -1.01624 0.14567 0.18
H 3.24631 1.17868 1.17059 0.33
H 2.59484 2.55316 -0.28534 0.36
H 1.60177 0.09114 -1.99275 0.29
H 1.89759 1.67504 -2.59686 0.47
H 3.31837 0.81919 -2.01000 0.37
H 0.13195 2.78901 -0.94498 0.53
H 0.46616 2.65343 0.73270 0.35
H 0.00253 0.23038 1.66920 0.35
H -1.77444 -1.46781 1.84099 0.49
H -6.05506 -1.99579 0.20827 0.31
H -5.26986 -0.38198 0.27493 0.28
H -5.11185 -1.47998 1.63653 0.26
H -2.78582 -0.48887 -2.24557 0.44
H -1.26523 1.42682 -2.23989 0.31

***

13
Properties=species:S:1:pos:R:3:mulliken_charge:R:1 method="wB97M-V/def2-TZVPD" e_above_lowest_kcal_mol=36.9 e_homo_ev=-9.7 gap_ha=0.3816 lumo_energy_ev=0.70
H -2.24852 1.61267 -0.71108 0.28
N -1.32968 1.86984 -0.05792 -0.62
C -0.60463 0.89178 -0.11440 0.33
N 0.69977 0.83356 0.29860 -0.05
C 1.29562 -0.43316 0.11443 0.39
N 2.53373 -0.83520 -0.16764 -0.68
H 3.31135 -0.06239 -0.45610 0.24
N 0.18148 -1.32181 0.23155 -0.31
N -0.92069 -0.51157 -0.43720 -0.10
S -2.44352 -1.01033 0.02235 -0.13
H 1.16203 1.63792 0.55796 0.13
H 0.58643 -1.96262 -0.54482 0.35
H -2.22338 -0.70867 1.26427 0.16

***

11
Properties=species:S:1:pos:R:3:mulliken_charge:R:1 method="wB97M-V/def2-TZVPD" total_charge=-1 e_homo_ev=-4.9 gap_ha=0.2222 lumo_energy_ev=1.13
Be 4.80878 -0.72627 0.99760 0.13
Be -0.60894 -1.65616 -2.21327 -0.05
Ag -0.35006 0.64093 1.80748 0.43
Ag -4.88372 2.00656 -0.09900 -0.06
Cl -1.00519 -0.73010 -3.85707 -0.19
Cl 4.37685 -2.56571 0.58041 -0.10
Cl -0.07857 -2.04102 -0.63199 0.23
Cl 1.04176 -1.21880 3.05474 -0.71
Cl 3.85904 0.86237 1.36398 -0.03
I -2.50608 1.27107 0.10033 -0.20
I -4.65388 4.15713 -1.10321 -0.43

***

| no. | E (Eh) |
| --- | --- |
| 1 | -325.8392 |
| 2 | -3454.5042 |
| 3 | -1652.1082 |
| 4 | -921.5548 |
| 5 | -751.0829 |
| 6 | -3220.1941 |